(1)
C25H24F3N5Pd as an isolated structure. Source: OMol25; level of theory: the ωB97M-V functional and the def2-TZVPD basis.

```
58
Properties=species:S:1:pos:R:3
Pd 0.091 0.207 0.352
C -0.636 -0.401 -2.686
C 0.077 0.945 -2.869
C -0.198 2.103 -1.926
C -0.499 3.339 -2.492
C -0.660 4.464 -1.705
C -0.516 4.342 -0.331
C -0.240 3.095 0.182
N -0.089 2.000 -0.585
N -0.043 -1.227 -1.644
C 1.328 -1.643 -1.890
C 2.374 -0.695 -1.341
C 3.649 -0.661 -1.884
C 4.613 0.155 -1.320
C 4.278 0.929 -0.218
C 2.988 0.861 0.264
N 2.056 0.065 -0.284
C -0.870 -2.290 -1.098
C -0.416 -2.663 0.302
C -0.531 -3.964 0.764
C -0.093 -4.286 2.038
C 0.480 -3.294 2.821
C 0.564 -2.018 2.305
N 0.111 -1.703 1.083
H -1.683 -0.229 -2.425
H -0.630 -0.917 -3.654
H 1.159 0.790 -2.905
H -0.182 1.307 -3.863
H -0.593 3.410 -3.566
H -0.887 5.420 -2.157
H -0.619 5.186 0.335
H -0.136 2.943 1.249
H 1.492 -2.602 -1.389
H 1.525 -1.823 -2.953
H 3.876 -1.278 -2.743
H 5.611 0.192 -1.735
H 4.994 1.582 0.259
H 2.674 1.455 1.112
H -1.907 -1.943 -1.057
H -0.866 -3.199 -1.712
H -0.955 -4.719 0.116
H -0.181 -5.298 2.409
H 0.860 -3.499 3.811
H 1.015 -1.214 2.871
F -4.635 2.606 4.721
C -4.859 2.597 3.408
F -6.045 2.030 3.178
F -4.909 3.863 2.976
C -3.768 1.847 2.666
C -3.874 1.696 1.291
C -2.846 1.082 0.606
N -1.778 0.580 1.236
C -1.725 0.659 2.574
C -2.667 1.330 3.329
H -4.731 2.077 0.751
H -2.859 1.001 -0.473
H -0.855 0.215 3.036
H -2.544 1.432 4.398
```

Summary:
Orbital gap, eV: 8.33
HOMO, eV: -14.24
E_LUMO, hartree: -0.21720
Electronic energy, Eh: -1667.88817
Net charge: +2

(2)
One molecule with the formula C2H8N4. Source: OMol25; level of theory: the ωB97M-V functional and the def2-TZVPD basis.

```
14
Properties=species:S:1:pos:R:3
H -1.831 -1.464 -2.510
N -1.020 -1.083 -1.981
N -1.328 -0.912 -0.803
C -0.164 -0.474 0.332
N -0.817 0.067 1.456
C 0.603 0.486 -0.488
N 1.890 0.790 0.405
H 0.395 -1.377 0.587
H -1.311 -0.620 2.009
H -1.433 0.838 1.226
H 1.024 0.047 -1.391
H 0.041 1.403 -0.691
H 2.087 1.786 0.466
H 1.865 0.513 1.383
```

Summary:
Orbital gap, eV: 9.31
HOMO, eV: -8.20
E_LUMO, hartree: 0.04069
SMILES: [H]/N=N/[C@H](N)CN
Electronic energy, Eh: -299.93863

(3)
C35H52AsIrOP3 as an isolated structure. Source: OMol25; level of theory: the ωB97M-V functional and the def2-TZVPD basis.

```
93
Properties=species:S:1:pos:R:3
Ir 1.175 0.879 -0.636
P 1.886 2.903 -0.180
P -1.215 1.088 -0.473
P 2.232 -1.071 -1.069
H -2.512 -0.155 -4.085
C -1.885 -1.109 -4.055
C -1.696 -1.901 -2.994
H -1.505 -1.220 -2.018
C 1.603 3.969 -1.597
C 1.155 3.463 1.368
C 3.586 2.347 -0.124
C -2.880 0.247 -0.730
C -1.634 1.578 1.270
C -1.788 2.620 -1.365
C 1.693 -2.796 -1.150
C 3.262 -1.052 0.439
C 3.357 -0.957 -2.494
H -1.198 -1.107 -5.006
H -0.715 -2.470 -2.968
H 2.147 3.573 -2.458
H 1.941 4.989 -1.410
H 0.543 4.004 -1.855
H 1.709 4.337 1.728
H 1.182 2.623 2.064
H 0.103 3.713 1.186
H 4.269 3.181 -0.059
H 3.770 1.731 -1.017
H 3.729 1.687 0.740
H -3.578 1.104 -0.680
H -3.070 -0.421 0.126
H -2.929 -0.266 -1.704
H -1.841 2.660 1.218
H -0.820 1.335 1.975
H -2.544 1.020 1.523
H -2.885 2.581 -1.287
H -1.518 2.622 -2.428
H -1.431 3.518 -0.854
H 2.549 -3.400 -0.829
H 1.430 -3.102 -2.169
H 0.863 -3.014 -0.473
H 3.573 -2.068 0.635
H 2.639 -0.702 1.279
H 4.110 -0.388 0.284
H 4.049 -1.791 -2.495
H 3.936 -0.036 -2.476
H 2.787 -0.988 -3.427
C 1.610 1.329 -4.582
C 1.707 2.651 -5.138
C 2.066 2.845 -6.435
C 2.380 1.705 -7.230
C 2.264 0.359 -6.726
C 1.838 0.208 -5.434
O 1.613 1.190 -3.293
H 0.644 1.169 -2.145
H 1.497 3.502 -4.433
H 2.087 3.854 -6.872
H 2.675 1.848 -8.270
H 2.518 -0.499 -7.350
H 1.740 -0.785 -4.982
C -1.481 -6.229 2.382
C -1.374 -5.650 1.110
C -1.059 -4.289 0.981
C -0.833 -3.525 2.143
C -0.958 -4.101 3.409
C -1.272 -5.459 3.528
As -0.395 -1.618 1.961
C -1.729 -1.122 3.345
C -3.062 -1.513 3.109
C -4.075 -1.060 3.960
C -3.767 -0.247 5.052
C -2.439 0.121 5.298
C -1.418 -0.323 4.451
C 1.198 -1.577 3.118
C 1.700 -0.323 3.536
C 2.944 -0.246 4.172
C 3.681 -1.412 4.405
C 3.165 -2.655 4.028
C 1.931 -2.741 3.373
H -1.745 -7.284 2.471
H -1.544 -6.246 0.214
H -1.008 -3.821 -0.009
H -0.814 -3.486 4.303
H -1.359 -5.906 4.521
H -3.300 -2.181 2.281
H -5.107 -1.348 3.767
H -4.554 0.101 5.716
H -2.189 0.752 6.148
H -0.384 -0.051 4.677
H 1.122 0.591 3.374
H 3.330 0.726 4.478
H 4.662 -1.351 4.874
H 3.727 -3.571 4.232
H 1.548 -3.715 3.064
```

Summary:
Orbital gap (spin up / spin down), eV: 7.42 / 4.47
HOMO (spin up / spin down), eV: -15.16 / -16.20
E_LUMO (spin up / spin down), hartree: -0.28428 / -0.43114
Electronic energy, Eh: -4803.04714
Net charge: +3
Spin multiplicity: 5

(4)
C11H14BN7PdSe as an isolated structure. Source: OMol25; level of theory: the ωB97M-V functional and the def2-TZVPD basis.

```
35
Properties=species:S:1:pos:R:3
H -0.445 2.546 2.427
N -0.070 1.420 0.656
B 0.677 0.709 -1.664
N 0.486 1.782 -0.558
C 0.781 3.108 -0.550
Pd -0.910 -0.579 1.125
H 1.220 3.587 -1.432
C 0.426 3.621 0.688
H 0.531 4.645 1.021
C -0.099 2.532 1.410
H 1.126 1.129 -2.690
C -1.379 -2.422 1.601
H -1.687 -2.143 2.615
H -0.489 -3.082 1.483
H -2.212 -2.614 0.928
N -0.735 0.058 -1.833
N 1.548 -0.407 -1.012
N -1.402 -0.502 -0.739
N 1.132 -0.992 0.181
C -1.528 -0.078 -2.937
C 2.728 -0.951 -1.400
H -1.214 0.298 -3.906
H 3.214 -0.626 -2.316
C -2.699 -0.724 -2.538
C 3.094 -1.900 -0.449
C -2.591 -0.963 -1.179
C 2.064 -1.889 0.519
H -3.559 -1.007 -3.155
H 3.975 -2.510 -0.454
H -3.265 -1.455 -0.481
H 1.990 -2.494 1.404
H -2.137 0.572 1.221
Se 0.809 1.243 5.320
C 0.453 0.337 3.844
N 0.168 -0.251 2.847
```

Summary:
Orbital gap (spin up / spin down), eV: 6.11 / 4.38
HOMO (spin up / spin down), eV: -5.79 / -8.17
E_LUMO (spin up / spin down), hartree: 0.01160 / -0.13899
Electronic energy, Eh: -3364.87477
Spin multiplicity: 3

(5)
An isolated ion of composition C8H15IN and charge +1. Source: OMol25; level of theory: the ωB97M-V functional and the def2-TZVPD basis.

```
25
Properties=species:S:1:pos:R:3
C -0.914 1.641 -2.700
C -0.129 1.093 -1.606
C 1.115 0.638 -1.591
C 1.594 0.404 -0.182
I 2.799 2.114 0.523
N 0.409 0.311 0.627
C -0.280 -1.137 0.895
C -1.228 -1.096 2.100
C 0.909 -2.114 1.159
C -0.599 1.203 -0.145
H -0.225 2.168 -3.391
H -1.848 2.250 -2.458
H -1.321 0.875 -3.518
H 1.700 0.389 -2.438
H 2.223 -0.492 -0.074
H 0.378 0.765 1.565
H -0.907 -1.332 0.054
H -0.965 -0.754 3.029
H -2.126 -0.469 1.838
H -1.751 -2.132 2.172
H 1.496 -1.896 2.087
H 1.421 -2.360 0.200
H 0.399 -3.033 1.409
H -0.468 2.191 0.333
H -1.680 0.772 0.111
```

Summary:
Orbital gap, eV: 9.39
HOMO, eV: -13.04
E_LUMO, hartree: -0.13390
SMILES: CC1=C[C@@H](I)[N@H+](C(C)C)C1
Electronic energy, Eh: -665.96694
Net charge: +1